*w*
Entry from OMol25: an isolated molecule of C5H12N2 (ωB97M-V/def2-TZVPD).

For the LUMO energy, the calculation gives 0.041 hartree.

XYZ file:
```
19
Properties=species:S:1:pos:R:3:nbo_charge:R:1
C -1.8919 -1.6168 -0.3668 -0.64
C -0.3262 -1.6657 -0.1170 -0.39
C 0.3005 -0.7234 0.9352 -0.45
C 0.3842 0.6676 0.4986 0.14
N -0.6573 1.5663 0.6100 -0.80
C 1.4823 1.0117 -0.3378 -0.16
N 1.6299 2.4314 -0.8216 -0.87
H -2.0686 -2.3306 -1.2681 0.22
H -2.4186 -2.2254 0.4195 0.21
H -2.2002 -0.5082 -0.4080 0.21
H 0.0271 -2.6973 0.3142 0.20
H 0.1515 -1.2959 -1.0437 0.21
H 1.2957 -1.1341 1.1611 0.23
H -0.3319 -0.7871 1.8436 0.20
H -0.5761 2.2040 -0.0747 0.38
H -1.4862 1.1510 0.7916 0.37
H 2.3159 0.4092 -0.8622 0.20
H 1.7801 3.0627 -0.0467 0.36
H 2.5899 2.4806 -1.2267 0.36
```


*x*
Entry from OMol25: C5H12N2 as an isolated structure (ωB97M-V/def2-TZVPD).

For the LUMO energy (spin up / spin down), the calculation gives 0.039 / -0.009 hartree.

XYZ file:
```
19
Properties=species:S:1:pos:R:3:nbo_charge:R:1
C -1.2205 -1.6882 -0.3510 -0.17
C -1.2671 1.7652 0.3295 -0.42
C 1.3016 -1.4274 -0.4852 -0.65
N -0.6875 0.5193 -0.1735 -0.29
N -1.4679 -0.5472 0.2722 -0.41
C 0.7390 0.2888 0.2721 -0.08
C 1.5854 1.3155 -0.1018 -0.46
H -1.6201 -0.5922 1.2835 0.35
H -1.0649 -1.6553 -1.4161 0.20
H -1.4214 -2.6185 0.1582 0.19
H 0.7798 0.0135 1.3351 0.17
H -2.2956 1.8373 -0.0272 0.21
H -0.6812 2.5978 -0.0474 0.22
H -1.2591 1.8148 1.4312 0.16
H 2.2777 -1.3076 -0.0275 0.19
H 1.3585 -1.2074 -1.5492 0.20
H 1.0115 -2.4685 -0.3334 0.19
H 2.4172 1.6096 0.5216 0.19
H 1.5147 1.7505 -1.0910 0.19
```


*y*
Entry from OMol25: an isolated molecule of C5H12N2 (ωB97M-V/def2-TZVPD).

For the LUMO energy, the calculation gives 0.039 hartree.

XYZ file:
```
19
Properties=species:S:1:pos:R:3:nbo_charge:R:1
C 1.1045 0.2432 0.9826 -0.48
C 0.3046 -0.0760 -0.0457 0.07
C -0.9338 -0.9871 0.3530 -0.45
C -0.6070 -1.8412 1.6253 -0.62
C 0.4093 0.0970 -1.5607 -0.28
N 0.5974 1.5424 -1.8694 -0.42
N -0.5724 2.0872 -1.1683 -0.71
H 2.0420 0.6754 0.7141 0.19
H 0.9121 0.0048 1.9601 0.20
H -1.7577 -0.2479 0.5755 0.22
H -1.2018 -1.5873 -0.4607 0.20
H -1.1251 -1.5867 2.5958 0.21
H 0.4397 -1.6270 1.8960 0.21
H -0.7901 -2.8549 1.4662 0.21
H 1.3957 -0.4262 -1.7144 0.20
H -0.3671 -0.3681 -2.1200 0.21
H 1.4581 1.6950 -1.2250 0.32
H -0.5317 2.3183 -0.2400 0.35
H -0.7767 2.9390 -1.7643 0.36
```


Tell me which of them is the least stable. Sure, it is *x*.


*w*
Entry from OMol25: a 2-piece molecular cluster, C5H12N2 overall (ωB97M-V/def2-TZVPD).

For the LUMO energy (spin up / spin down), the calculation gives 0.013 / 0.018 hartree.

XYZ file:
```
19
Properties=species:S:1:pos:R:3:nbo_charge:R:1
C 0.9508 -0.0717 0.1377 0.13
C 0.9077 1.2603 0.8564 -0.65
C 2.2785 -0.7729 0.1849 -0.65
C -1.3723 -0.3978 1.2718 -0.52
C -1.8377 -0.0540 -2.0186 -0.45
N 0.2086 -0.2636 -0.9515 -0.17
N -1.0510 -0.3129 -0.8142 -0.14
H 1.7598 1.8687 0.5251 0.20
H 1.0044 1.1338 1.9378 0.21
H -0.0084 1.8132 0.6633 0.22
H 3.1054 -0.1027 -0.0826 0.20
H 2.4704 -1.1245 1.2028 0.22
H 2.2941 -1.6323 -0.4837 0.22
H -0.7956 -0.1062 2.1437 0.18
H -2.2819 0.1806 1.1751 0.18
H -1.5218 -1.4689 1.2196 0.19
H -2.8037 -0.5500 -1.9238 0.20
H -2.0008 1.0210 -2.1437 0.20
H -1.3065 -0.4200 -2.9001 0.22
```


*x*
Entry from OMol25: a 2-piece molecular cluster, C5H12N2 overall (ωB97M-V/def2-TZVPD).

For the LUMO energy, the calculation gives -0.065 hartree.

XYZ file:
```
19
Properties=species:S:1:pos:R:3:nbo_charge:R:1
C -1.3501 0.2283 0.4796 0.00
C -0.7697 -1.1731 0.3621 -0.45
C 0.7049 -1.0351 0.6422 -0.45
N 1.5127 0.9724 -2.3917 -0.56
C 1.0578 0.1310 -1.5152 0.04
C 1.0898 0.2078 -0.0987 -0.32
N -1.0101 1.0497 1.6442 -0.85
H -0.9834 0.8469 -0.5605 0.07
H -2.4391 0.2387 0.4242 0.20
H -1.3079 -1.9268 0.9376 0.22
H -0.8768 -1.4239 -0.6958 0.21
H 1.2127 -1.9388 0.2824 0.22
H 0.9577 -0.9616 1.6983 0.21
H 2.2119 1.5609 -1.9397 0.32
H -1.2876 1.0605 -1.5077 0.04
H 0.3755 -0.6094 -1.9534 0.16
H 1.8863 0.8557 0.2653 0.20
H -0.1184 1.4841 1.4800 0.37
H -0.8662 0.4326 2.4469 0.36
```


Tell me which of them is the least stable. Sure, it is *x*.